# 1
The following is a quantum chemistry calculation of a structure of composition H12O6 at a distorted geometry, from the Open Molecules 2025 dataset.

Structure (ORCA input):
```
! RIJCOSX wB97M-V def2-TZVPD def2/J DEFGRID3
* xyz 0 1
O -2.23885 -0.75798 -1.24388
H -2.63013 -0.50743 -2.08075
H -2.65670 -0.18375 -0.60210
O 0.14679 -0.15427 -0.84947
H 0.45492 0.04388 0.03485
H -0.74660 0.18845 -0.87473
O 0.95721 1.87596 1.92892
H 1.04226 1.77011 0.98140
H 1.12057 1.00205 2.28365
O 0.43227 -0.44258 1.49851
H -0.04137 -1.17167 1.09811
H 1.34680 -0.72509 1.50486
O -0.04660 -2.51721 -0.85285
H -0.34507 -1.62907 -1.04864
H 0.57996 -2.40762 -0.13756
O 1.03607 1.83022 -0.19350
H 1.03297 1.20058 -0.91445
H 0.55548 2.58548 -0.53241
*
```

Summary:
* gap between HOMO and LUMO: 9.39 eV
* highest occupied orbital energy: -9.38 eV
* relative energy (zero: lowest compared OMol25 entry of this formula, charge and spin): 461.82 kJ/mol

=====

# 2
The following is a quantum chemistry calculation of a structure of composition C6H4N2O5SSc at a distorted geometry, from the Open Molecules 2025 dataset.

Structure (ORCA input):
```
! RIJCOSX wB97M-V def2-TZVPD def2/J DEFGRID3
* xyz 3 1
O -0.00012 3.41731 -1.38488
C 0.00016 2.34162 -0.95385
Sc 0.00020 0.15803 0.00374
O -0.00045 -1.26413 -3.12304
C 0.00026 -0.69878 -2.11579
C 0.00012 -2.15802 0.20941
O 0.00022 -3.32054 0.16413
C -2.26959 -0.11130 -0.24402
O -3.40423 -0.36178 -0.32403
C 2.26896 -0.11116 -0.24160
O 3.40690 -0.36202 -0.32511
N 0.00061 -0.86305 4.30800
C -0.00078 0.44597 4.03102
N 0.00110 1.29915 5.10614
S -0.00443 1.06841 2.42372
H 0.00094 -1.18547 5.26126
H -0.00074 -1.54372 3.56582
H -0.00023 2.30523 4.92585
H 0.00111 0.94636 6.06595
*
```

Summary:
* gap between HOMO and LUMO: 6.61 eV
* highest occupied orbital energy: -21.15 eV
* relative energy (zero: lowest compared OMol25 entry of this formula, charge and spin): 0.00 kJ/mol

=====

# 3
The following is a quantum chemistry calculation of a structure of composition C13H33AsMnN4O10P2S2Si2 at a distorted geometry, from the Open Molecules 2025 dataset.

Structure (ORCA input):
```
! RIJCOSX wB97M-V def2-TZVPD def2/J DEFGRID3
* xyz -2 6
Mn -0.07730 -1.25115 -0.54595
N -4.31228 -1.60723 -0.65732
C -4.01653 -1.01998 0.75688
C -5.24329 -0.98781 1.66105
P -2.74833 -2.28648 1.38165
O -3.87175 -3.54118 1.01757
O -2.53694 -2.46495 2.83843
O -1.71157 -2.46787 0.30254
P -3.46037 0.69744 0.22613
O -4.94924 0.98410 -0.57191
O -3.33612 1.81304 1.18777
O -2.48582 0.37113 -0.88030
H -4.33392 -2.63061 -0.61162
H -3.50517 -1.26650 -1.22802
H -5.15029 -1.18510 -1.04638
H -5.59681 -1.99799 1.87335
H -6.03926 -0.38635 1.21819
H -4.94572 -0.52466 2.60434
H -3.56709 -4.27509 1.57618
H -4.97679 1.95646 -0.64495
C -0.87333 0.47787 4.26594
N 0.17279 -0.19041 3.51165
C 1.19952 -0.88038 4.17081
C 2.08889 -1.61791 3.39642
C 1.94364 -1.67137 2.03024
N 0.85470 -1.05955 1.41089
C -0.05415 -0.42602 2.17681
O -1.08804 0.02513 1.65850
N 2.89182 -2.26562 1.20091
H -0.46450 0.77138 5.23385
H -1.73188 -0.18301 4.40827
H -1.20694 1.35650 3.71773
H 1.20050 -0.84222 5.25135
H 2.90979 -2.14433 3.86760
H 3.13999 -3.19375 1.50182
H 2.59757 -2.28569 0.23231
C 4.28328 1.75795 -1.25990
Si 2.75181 1.69048 -0.15443
C 2.36392 3.51188 0.21332
C 3.39895 1.07373 1.49275
As 0.67069 0.90416 -0.90571
Si 1.03396 1.42340 -3.16093
C 2.37152 0.54315 -4.12925
C -0.58757 1.25351 -4.09213
C 1.40084 3.28124 -3.26689
H 5.11542 2.20184 -0.69990
H 4.10142 2.36444 -2.15776
H 4.57892 0.75167 -1.58817
H 3.17845 4.01751 0.74730
H 1.45625 3.54421 0.83028
H 2.14517 4.06665 -0.70946
H 4.22562 1.71335 1.82570
H 3.75007 0.03652 1.43585
H 2.60474 1.10592 2.25146
H 2.24881 -0.53962 -3.99354
H 3.37174 0.81227 -3.76934
H 2.30188 0.77768 -5.19927
H -0.85787 0.19914 -4.17188
H -0.55089 1.69361 -5.09659
H -1.37706 1.74321 -3.50685
H 2.42836 3.52505 -2.96403
H 0.71763 3.80467 -2.58426
H 1.23695 3.65912 -4.28462
O 2.08119 -1.94562 -1.67591
S 1.10133 -3.04849 -1.88267
O 0.67731 -3.52942 -0.55505
O 1.57662 -4.09117 -2.77207
S -0.51523 -2.10187 -2.70878
*
```

Summary:
* gap between HOMO and LUMO (spin up / spin down): 4.32 / 5.01 eV
* highest occupied orbital energy (spin up / spin down): 0.08 / -0.62 eV
* relative energy (zero: lowest compared OMol25 entry of this formula, charge and spin): 316.75 kJ/mol

=====

# 4
The following is a quantum chemistry calculation of a cluster of 2 separate species, C4H12 in total at a distorted geometry, from the Open Molecules 2025 dataset.

Structure (ORCA input):
```
! RIJCOSX wB97M-V def2-TZVPD def2/J DEFGRID3
* xyz 1 2
C 1.21535 -0.69097 -0.41577
C 0.97663 -1.78532 -1.39544
H 2.32743 -0.64819 -0.27272
H 0.95825 0.27732 -0.86727
H 0.91032 -0.81449 0.61973
H -0.01158 -2.26796 -1.34046
H 1.66075 -2.64596 -1.34875
H 1.03847 -1.43123 -2.42354
C -1.39235 1.01458 0.31785
C -0.76707 1.52503 1.58099
H -1.60945 -0.09831 0.36549
H -2.46496 1.34375 0.20094
H -0.93255 1.16514 -0.66261
H -0.83465 0.76109 2.34855
H 0.27584 1.84337 1.53078
H -1.35043 2.45216 1.76222
*
```

Summary:
* gap between HOMO and LUMO (spin up / spin down): 14.24 / 3.91 eV
* highest occupied orbital energy (spin up / spin down): -17.12 / -15.38 eV
* relative energy (zero: lowest compared OMol25 entry of this formula, charge and spin): 68.48 kJ/mol

=====

# 5
The following is a quantum chemistry calculation of the molecule CHBrN2O3 at a distorted geometry, from the Open Molecules 2025 dataset.

Structure (ORCA input):
```
! RIJCOSX wB97M-V def2-TZVPD def2/J DEFGRID3
* xyz 0 1
C 0.71352 -0.09239 -0.27909
N 1.54124 -1.09174 -0.87063
N 0.83012 1.11490 -1.05293
O -0.10625 1.88311 -1.04520
O 1.10935 -2.17791 -0.64322
O 1.72282 1.06070 -1.88788
Br 1.79005 0.18321 1.53665
H -0.30701 -0.28481 -0.18294
*
```

Summary:
* gap between HOMO and LUMO (spin up / spin down): 8.28 / 8.28 eV
* structure (SMILES): O=N[C@@H](Br)[N+](=O)[O-]
* highest occupied orbital energy (spin up / spin down): -10.47 / -10.47 eV
* relative energy (zero: lowest compared OMol25 entry of this formula, charge and spin): 51.47 kJ/mol

=====

# 6
The following is a quantum chemistry calculation of a cluster of 2 separate species, C27H57N4O7P2S in total at a distorted geometry, from the Open Molecules 2025 dataset.

Structure (ORCA input):
```
! RIJCOSX wB97M-V def2-TZVPD def2/J DEFGRID3
* xyz 1 1
C -3.45477 3.41647 0.88437
C -2.00981 4.15665 0.67263
P -0.81565 3.21145 -0.42631
C -1.90026 2.81577 -1.96955
C -1.33301 3.48909 -3.31904
N -0.20502 1.70334 0.26171
C -0.24264 1.31122 1.55533
C -0.79402 2.04614 2.84399
C 0.15074 3.29219 3.32329
C -0.69343 4.40149 4.17406
C -0.19864 5.87236 3.67978
N -1.35538 6.79374 3.34671
C 0.32775 -0.19614 1.81636
S 1.74266 -0.49603 2.92549
C 1.34905 -2.05328 3.90663
O 1.93323 0.58105 3.99329
O 3.09152 -0.72832 2.31088
C 0.23310 -0.85443 0.31525
C 1.25314 -2.06122 0.09865
N 1.08456 -2.84832 -1.15503
C -1.33840 -1.03150 0.02902
C -1.85102 -2.55773 -0.13087
C -3.47981 -2.45978 -0.19840
C -4.08206 -2.95430 -1.59667
O -5.52717 -3.20427 -1.53962
C -6.24773 -1.97981 -1.44104
O -6.52010 -1.24336 -2.42614
C 0.53634 0.56696 -0.43524
C 0.57006 0.56806 -2.05683
C 1.93356 -0.02317 -2.69313
C 1.53751 -0.50422 -4.20559
C 2.74169 -0.01931 -5.19512
O 2.47743 1.24679 -5.82746
C 3.03265 2.36289 -5.08990
P 2.33251 1.23478 -0.11013
O 2.58904 2.52679 -0.94950
H -3.37036 2.26982 0.79762
H -3.87579 3.65048 1.93199
H -4.22881 3.74909 0.10868
H -2.27647 5.12424 0.09414
H -1.60175 4.51015 1.67507
H -2.97927 3.17504 -1.83887
H -1.95752 1.66878 -2.10131
H -2.21954 3.99264 -3.84021
H -0.46723 4.19548 -3.09931
H -0.99750 2.63288 -4.01536
H -1.90328 2.33106 2.79991
H -0.71395 1.28168 3.70926
H 1.00291 2.96518 4.00239
H 0.60329 3.71597 2.36430
H -1.82095 4.25067 4.04414
H -0.37321 4.28340 5.26269
H 0.49184 6.32945 4.48346
H 0.43266 5.82097 2.71842
H -2.24454 6.27289 3.46862
H -1.29676 6.99004 2.32834
H -0.55991 -0.66503 2.39954
H 2.37635 -2.38580 4.31738
H 0.92057 -2.85108 3.21376
H 0.68818 -1.79273 4.79732
H 1.20860 -2.73138 1.03070
H 2.31099 -1.59522 0.03117
H 0.65546 -2.31322 -1.91759
H 2.00935 -3.22037 -1.39875
H -1.69009 -0.49539 -0.93499
H -2.02402 -0.59343 0.85405
H -1.53070 -2.89386 -1.18982
H -1.48197 -3.26496 0.68027
H -3.96785 -3.03862 0.65371
H -3.80979 -1.35552 -0.07563
H -3.60634 -3.97471 -1.84067
H -3.88238 -2.25508 -2.47913
H -6.66352 -1.62819 -0.42748
H 0.55645 1.67565 -2.38828
H -0.28363 -0.04744 -2.49518
H 2.42939 -0.84237 -2.07979
H 2.73931 0.78790 -2.86205
H 0.61871 0.10329 -4.56105
H 1.33311 -1.62351 -4.27421
H 2.84324 -0.80342 -6.04047
H 3.74088 -0.06427 -4.62674
H 2.18351 2.77223 -4.41437
H 3.41238 3.21695 -5.74067
H 3.87063 2.05919 -4.35365
H 2.47624 1.65301 1.27155
H 3.33821 0.24984 -0.34691
C 2.56514 -5.39827 2.29270
O 1.69949 -5.39291 3.15156
N 2.72274 -6.35969 1.34159
C 3.77867 -6.29799 0.35078
C 1.80386 -7.48224 1.31948
H 3.31453 -4.59244 2.22032
H 3.33117 -6.27804 -0.64644
H 4.41145 -7.18346 0.44835
H 4.39093 -5.40478 0.48598
H 0.78554 -7.10896 1.18573
H 1.86010 -8.00988 2.27455
H 2.05364 -8.16575 0.50757
*
```

Summary:
* gap between HOMO and LUMO: 7.15 eV
* highest occupied orbital energy: -11.57 eV